(1)
75
Properties=species:S:1:pos:R:3 method="wB97M-V/def2-TZVPD" orbital_gap_ev="7.70 / 7.57" spin_multiplicity=4 de_lowest_kj_mol=38.96 s2=3.758 total_charge=-1 mol_weight_da=591.97
C 3.0362 -2.5093 -0.3511
C 2.9346 -1.3362 -1.2651
H 3.5586 -3.3450 -0.8125
H 2.0396 -2.8502 -0.0438
H 3.5848 -2.2382 0.5597
C 3.3370 -1.3381 -2.5431
C 3.9936 -2.5066 -3.2098
H 3.3321 -0.4111 -3.1325
H 3.6960 -3.4648 -2.7548
H 5.0958 -2.4341 -3.1855
H 3.7002 -2.5148 -4.2683
Co 0.0712 -0.8050 1.2323
Cl 1.1611 0.1973 2.8451
Cl -2.1548 -0.9005 1.0155
H -4.2134 3.1382 2.0232
H -3.5069 2.9138 4.7335
C -3.9265 2.0758 2.0301
C -3.2880 1.8805 4.4137
N -2.8919 1.8327 3.0183
H -3.5536 1.7694 1.0497
C -1.5901 1.7836 2.6514
O -1.1713 1.9237 1.4999
H -2.4751 1.4801 5.0344
H -0.9072 1.5647 3.4951
H -4.8151 1.4951 2.2988
H -4.2006 1.2862 4.5621
H -0.1354 -2.2627 -1.8599
H 1.1031 -0.9601 -4.0782
C -1.0608 -1.9222 -2.3487
C 0.0302 -0.9322 -4.3303
N -0.7756 -0.7419 -3.1341
H -1.8045 -1.6715 -1.5882
C -1.3094 0.4710 -2.8265
O -2.0195 0.7172 -1.8512
H -0.1538 -0.0989 -5.0234
H -1.0303 1.2404 -3.5818
H -1.4100 -2.7222 -3.0179
H -0.2372 -1.8888 -4.7999
O 0.9546 -0.3408 -0.4683
C 2.2989 -0.1090 -0.6120
C 1.8419 1.4593 -2.5412
C 2.5820 1.1844 -1.4004
H 0.9840 0.8104 -2.7408
C 2.2156 2.4983 -3.4012
H 2.7564 0.0295 0.3845
C 3.6774 1.9957 -1.0828
H 1.6084 2.7031 -4.2822
C 3.3369 3.2786 -3.1116
C 4.0561 3.0303 -1.9406
H 4.2306 1.7953 -0.1626
H 3.6335 4.1052 -3.7601
H 4.9058 3.6587 -1.6781
Si -1.3898 -3.2113 3.1679
Cl 0.2600 -2.9550 1.7007
C -2.8913 -3.6901 2.1757
C -1.3851 -1.7907 4.3611
C -0.9748 -4.7973 4.1026
H -2.8196 -3.3745 1.1319
H -3.7912 -3.2366 2.6045
H -2.9914 -4.7830 2.2129
H -1.1454 -5.6805 3.4719
H -1.6375 -4.8837 4.9760
H 0.0630 -4.8203 4.4560
H -1.3788 -0.8108 3.8722
H -0.4950 -1.8395 5.0031
H -2.2671 -1.8365 5.0154
C -1.6240 4.5468 -0.3068
C -0.2569 3.9080 -0.3993
O -0.2254 2.8094 -1.2931
H -2.0490 4.6841 -1.3028
H -1.5472 5.5138 0.1887
H -2.2990 3.9150 0.2740
H 0.4825 4.6397 -0.7537
H 0.0532 3.5556 0.5939
H -0.8155 2.1233 -0.9117

(2)
17
Properties=species:S:1:pos:R:3 method="wB97M-V/def2-TZVPD" orbital_gap_ev=9.54 de_lowest_kj_mol=524.40 mol_weight_da=124.14
H -2.7109 1.2392 0.1284
N -3.0967 0.2287 0.1030
C -2.1390 -0.5761 0.0990
N -0.7794 -0.3064 -0.0260
C -0.4602 1.1176 -0.2366
C 0.7390 1.6153 -0.0238
C 1.5844 0.4901 0.5264
O 2.6605 -0.2636 -0.0120
C 1.4149 -0.6117 -0.3843
C 0.2089 -1.5096 0.0155
H -2.2372 -1.6755 0.0137
H -1.2904 1.6907 -0.8172
H 0.8755 2.7770 -0.1964
H 1.6207 0.1764 1.5820
H 1.3377 -0.6087 -1.5390
H 0.2258 -1.7742 1.1252
H -0.0609 -2.3256 -0.7166

Number 1: energy -4326.99321 hartree. Number 2: energy -417.98355 hartree.